No. 1
Here is C27H53FI2N4O2S as an isolated structure at a distorted geometry from the Open Molecules 2025 dataset. Energies are from wB97M-V/def2-TZVPD.

```
90
Properties=species:S:1:pos:R:3:forces:R:3
C -1.435312 -1.643701 0.164382 0.0 0.3 0.4
C -0.620351 -0.589072 0.869600 -0.3 0.0 0.1
I -1.528002 0.213925 2.577417 0.2 -0.1 -0.1
C 0.569382 -0.190676 0.430868 -0.3 0.2 0.3
I 1.692399 1.315467 1.424473 -0.1 -0.3 -0.3
N 1.079937 -0.795627 -0.775744 1.9 0.7 0.6
C 1.628273 0.189862 -1.703622 -0.5 0.1 -0.7
C 2.952532 0.598708 -1.735051 0.1 0.0 0.1
C 3.369257 1.575458 -2.632777 -0.5 -0.3 0.2
C 2.451543 2.153623 -3.503290 0.2 -0.2 0.4
C 1.127490 1.739730 -3.469839 0.0 0.1 0.0
C 0.711809 0.760441 -2.578612 0.3 0.0 0.0
S 2.083250 -2.114374 -0.484148 -1.4 -1.2 -1.1
O 1.249791 -3.224222 -0.185136 0.1 0.2 0.5
O 3.037593 -2.255038 -1.519266 0.2 0.5 0.3
F 2.792411 -1.738078 0.840873 0.4 0.2 0.1
H -0.891429 -2.579793 0.176789 0.0 -0.2 -0.1
H -2.375894 -1.771548 0.683387 -0.2 -0.1 -0.1
H -1.624462 -1.337730 -0.859514 0.0 -0.1 -0.2
H 3.670440 0.171026 -1.054208 0.1 -0.1 0.1
H 4.406175 1.864233 -2.616906 0.1 0.2 -0.1
H 2.787300 2.924237 -4.177184 -0.1 0.1 -0.2
H 0.415377 2.180247 -4.149407 -0.1 0.0 -0.1
H -0.315721 0.434795 -2.555159 -0.1 0.0 0.0
C -1.356933 7.931314 3.354019 0.0 0.0 0.0
C -1.537391 6.546886 3.957849 0.1 0.1 0.0
N -1.479982 5.481729 2.975507 -0.1 -0.1 -0.1
C -1.921764 4.197542 3.486376 -0.2 -0.1 0.1
C -1.099178 3.543051 4.603476 0.0 -0.1 -0.1
C -0.287660 5.449290 2.146305 0.1 0.1 -0.2
C 1.074122 5.324597 2.843282 0.1 -0.1 -0.1
H -2.079562 8.104970 2.555762 0.0 0.0 0.0
H -1.510004 8.690453 4.122005 0.0 0.0 0.0
H -0.354228 8.076982 2.950538 0.0 0.0 0.0
H -2.522010 6.509586 4.431495 0.0 -0.1 0.0
H -0.800114 6.415639 4.766253 0.0 0.0 0.0
H -1.997049 3.500701 2.646668 0.1 0.0 0.0
H -2.948165 4.322072 3.847999 0.0 0.1 0.0
H -0.166212 3.125195 4.225770 0.0 0.0 0.0
H -1.664890 2.715685 5.039280 0.0 0.0 0.0
H -0.869460 4.237411 5.412176 0.0 0.0 0.0
H -0.274545 6.357373 1.538082 0.0 0.0 0.1
H -0.395682 4.635577 1.424385 -0.1 -0.1 0.1
H 1.156818 5.983382 3.708818 0.0 0.0 0.0
H 1.868151 5.601909 2.146554 0.0 0.0 0.0
H 1.276497 4.304535 3.168553 0.0 0.0 0.1
C -5.070413 1.476625 0.798990 0.0 0.0 0.0
C -5.979515 0.260388 0.717722 0.0 0.2 0.0
N -5.973478 -0.533967 1.931605 0.0 -0.2 0.0
C -6.607087 -1.831185 1.775654 0.0 -0.2 -0.1
C -8.108951 -1.872289 1.467129 0.0 -0.1 0.1
C -6.287880 0.183514 3.153801 0.1 0.2 0.2
C -7.637460 0.909468 3.238604 0.0 0.0 0.1
H -4.059271 1.177373 1.074882 0.0 0.0 0.0
H -5.031022 1.975716 -0.170323 0.0 0.0 0.0
H -5.423731 2.210166 1.524959 0.0 0.0 0.0
H -5.623516 -0.376772 -0.096820 -0.1 -0.1 0.0
H -6.990732 0.591349 0.431469 0.0 0.0 0.0
H -6.413468 -2.420427 2.676077 0.0 0.1 0.1
H -6.080770 -2.355249 0.971100 0.0 0.1 0.0
H -8.712345 -1.637466 2.342804 0.0 0.1 0.0
H -8.388870 -2.877922 1.146953 0.0 0.0 0.0
H -8.382760 -1.187611 0.664049 0.0 0.0 0.0
H -5.497031 0.919192 3.325394 0.0 0.0 -0.1
H -6.201209 -0.513563 3.990944 0.0 -0.1 -0.1
H -7.863219 1.466440 2.328357 0.0 0.0 0.0
H -7.615536 1.627030 4.061356 0.0 0.0 0.0
H -8.461031 0.224856 3.434679 0.0 0.0 -0.1
C 8.200582 -6.759374 -4.436536 0.0 0.0 0.0
C 7.581902 -5.477292 -3.899900 0.0 -0.1 0.1
N 6.516764 -4.961097 -4.736777 0.0 0.1 -0.1
C 6.113548 -3.608897 -4.389787 0.1 0.2 0.0
C 5.476708 -3.372588 -3.015286 0.0 0.0 -0.1
C 5.436703 -5.888387 -5.022975 -0.1 -0.3 -0.1
C 4.667948 -6.488304 -3.837408 -0.1 0.0 -0.1
H 8.548089 -6.624631 -5.461645 0.0 0.0 0.0
H 9.056647 -7.040326 -3.821674 0.0 0.0 0.0
H 7.499607 -7.594602 -4.416018 0.0 0.0 0.0
H 8.365997 -4.716793 -3.853027 -0.1 0.1 0.0
H 7.256498 -5.650297 -2.861518 0.0 0.0 0.0
H 5.432558 -3.242446 -5.163020 0.0 -0.1 0.0
H 7.003096 -2.974672 -4.468710 0.1 -0.1 0.0
H 4.452873 -3.732136 -2.972768 0.0 -0.1 0.0
H 5.444331 -2.302703 -2.804556 0.0 0.0 0.0
H 6.044658 -3.845287 -2.212549 0.0 0.0 0.0
H 5.846666 -6.712569 -5.612750 0.1 0.0 0.0
H 4.731233 -5.393749 -5.695022 0.0 0.1 0.0
H 5.334463 -6.817982 -3.039341 0.0 0.0 0.0
H 4.104267 -7.361985 -4.171645 0.0 0.0 0.0
H 3.949615 -5.787319 -3.415551 0.1 0.0 0.1
```
Positions in Å, forces in eV/Å.

Computed properties:
HOMO-LUMO gap ... 7.9 eV

***

No. 2
Here is C27H53MnN3OSSbSi as an isolated structure from the Open Molecules 2025 dataset. Energies are from wB97M-V/def2-TZVPD.

```
88
Properties=species:S:1:pos:R:3:forces:R:3
Mn 0.904729 1.154147 0.278001 0.8 0.3 0.4
C -2.808388 2.627647 0.075149 0.2 -0.1 0.0
C -1.574560 2.755198 -0.825245 -0.4 0.4 -0.2
C -1.916377 2.249134 -2.234984 0.1 -0.1 0.1
C -1.111568 4.213141 -0.896646 0.1 -0.2 0.1
O -0.540380 1.967964 -0.316979 -0.4 0.0 -0.1
H -3.658296 3.157687 -0.356511 0.0 0.0 0.0
H -2.601284 3.045074 1.061228 0.0 0.0 0.0
H -3.063970 1.573166 0.193444 0.0 0.0 0.0
H -2.847073 2.693960 -2.588497 0.0 0.0 0.0
H -2.021247 1.162083 -2.223006 0.0 0.0 0.0
H -1.127531 2.513101 -2.944496 0.0 0.0 0.0
H -1.874910 4.843786 -1.354531 0.0 0.0 0.0
H -0.197242 4.277814 -1.490113 0.0 0.0 0.0
H -0.893218 4.587610 0.104818 0.0 0.0 0.0
C 4.273377 1.482063 0.984018 -0.2 0.0 0.2
C 3.280504 1.940436 2.010804 0.3 -0.1 0.1
C 3.532820 2.407613 3.278055 0.0 0.0 -0.2
C 2.282448 2.744516 3.856794 -0.1 0.0 0.0
C 1.314600 2.467368 2.923627 -0.1 0.1 0.2
C -0.161015 2.704515 3.030045 0.2 -0.1 -0.1
N 1.918764 1.961453 1.787214 -0.2 -0.3 -0.7
H 5.144391 2.138281 0.975693 0.0 0.0 0.0
H 3.822239 1.482412 -0.006771 0.1 0.0 0.0
H 4.619100 0.465259 1.185498 0.0 0.0 -0.1
H 4.507509 2.522900 3.726931 0.0 0.0 0.0
H 2.112096 3.167711 4.835235 0.0 0.0 0.0
H -0.358048 3.521274 3.723846 0.0 0.0 0.0
H -0.697087 1.824160 3.397481 -0.1 0.0 -0.1
H -0.578126 2.959105 2.054922 -0.1 0.0 0.1
C -2.833201 -0.614450 3.971433 0.1 -0.1 0.0
C -1.456233 -1.267681 4.034223 0.2 0.3 -0.3
C -0.627878 -0.709645 5.187487 -0.1 -0.1 -0.1
Sb -0.392432 -0.983187 2.123716 -0.2 -0.8 0.2
C 1.255787 -2.387131 2.495217 -0.2 0.4 0.0
C 2.442603 -1.636139 3.101014 -0.1 -0.1 -0.1
C 0.845773 -3.595568 3.325025 0.0 0.1 -0.1
C -1.700745 -2.316181 0.952494 0.2 0.3 0.1
C -0.915989 -3.183658 -0.024482 -0.1 0.0 0.1
C -2.729871 -1.458783 0.219047 0.1 -0.1 0.1
H -3.340136 -0.707979 4.936914 0.0 0.0 0.0
H -3.467811 -1.081020 3.215134 0.0 0.0 0.0
H -2.752754 0.451516 3.742042 0.0 0.0 0.0
H -1.574961 -2.347559 4.151505 0.0 0.0 -0.1
H -0.468116 0.364512 5.071119 0.0 0.0 0.0
H 0.350166 -1.187702 5.253922 0.0 0.0 0.0
H -1.145365 -0.868307 6.138827 0.0 0.0 0.0
H 1.532750 -2.710481 1.490399 0.0 0.0 0.0
H 2.243574 -1.332639 4.130644 0.0 0.0 0.0
H 2.678816 -0.736464 2.528422 0.1 0.0 0.1
H 3.332367 -2.273396 3.106376 0.0 0.0 0.0
H 0.619100 -3.309230 4.353746 0.0 0.0 0.0
H 1.664486 -4.321150 3.357266 0.0 0.0 0.0
H -0.030623 -4.096672 2.907317 0.0 0.0 0.0
H -2.207361 -2.952022 1.684443 0.0 0.0 0.0
H -0.333607 -2.571643 -0.715501 0.0 0.0 0.0
H -1.604791 -3.796044 -0.617622 0.0 0.0 0.0
H -0.234302 -3.859489 0.493872 0.0 0.0 -0.1
H -2.228195 -0.811512 -0.507153 0.0 0.0 0.0
H -3.298221 -0.827295 0.905919 0.0 0.0 -0.1
H -3.441621 -2.087166 -0.325527 0.0 0.0 0.0
S 1.989973 -0.715512 -0.430938 0.0 -0.1 0.0
C 1.968961 -0.059400 -2.160835 0.1 0.0 0.4
N 3.276010 -0.180288 -2.774317 0.1 0.0 0.1
C 3.449244 0.964995 -3.654012 -0.1 0.0 -0.1
C 2.871479 2.059754 -2.765492 0.2 -0.1 0.0
N 1.730487 1.404982 -2.092299 0.0 0.0 0.1
H 3.439321 -1.091147 -3.176427 0.0 0.0 -0.1
H 2.881797 0.887458 -4.593116 0.0 0.0 0.0
H 4.502108 1.115536 -3.888643 0.0 0.0 0.0
H 2.544515 2.938745 -3.316582 -0.1 0.0 0.0
H 3.608529 2.355746 -2.018928 0.0 0.1 0.0
H 0.870861 1.607262 -2.586330 -0.1 0.0 0.0
C -0.766851 -3.421891 -5.430242 0.0 0.2 0.1
Si -1.377184 -1.833468 -4.627863 -0.1 0.0 -0.2
C -2.882688 -2.188673 -3.559580 0.2 0.1 -0.1
C -1.768097 -0.533440 -5.935379 0.0 -0.2 0.2
C -0.018442 -1.151331 -3.574587 -0.1 -0.1 0.0
C 0.883997 -0.698931 -2.910295 0.0 0.0 -0.1
H -1.531772 -3.836213 -6.091000 0.0 0.0 0.0
H -0.533175 -4.177586 -4.677812 0.0 0.0 0.0
H 0.132478 -3.254831 -6.025533 0.0 0.0 0.0
H -3.672616 -2.659501 -4.148763 0.0 0.0 0.0
H -3.289119 -1.274579 -3.122074 0.0 0.0 0.0
H -2.622576 -2.862988 -2.742106 0.0 0.0 0.0
H -2.464581 -0.926089 -6.679680 0.0 0.0 0.0
H -0.863043 -0.219241 -6.458384 0.0 0.0 0.0
H -2.223075 0.354215 -5.491045 0.0 0.0 0.0
```
Positions in Å, forces in eV/Å.

Computed properties:
HOMO-LUMO gap (alpha / beta) ... 5.4 / 7.4 eV
Spin multiplicity ... 5